ORCA calculation (the ωB97M-V functional and the def2-TZVPD basis) on the ion C24H22N3 with charge +1.

```
! wB97M-V def2-TZVPD RIJCOSX def2/J DEFGRID3
* xyz 1 1
C -2.300 5.327 1.833
C -1.973 3.913 1.404
C -1.159 3.110 2.205
C -0.829 1.811 1.816
C -1.264 1.282 0.575
C -0.866 -0.098 0.075
C 0.414 -0.561 0.638
C 0.643 -1.905 0.910
C -0.244 -3.043 0.611
N 1.847 -2.042 1.530
C 2.495 -0.805 1.631
C 3.649 -0.485 2.369
C 4.042 0.851 2.436
C 3.231 1.826 1.816
C 2.058 1.500 1.116
C 1.642 0.162 1.037
C -0.835 -0.519 -1.767
C -1.971 -0.023 -2.526
N -2.780 0.507 -3.219
N -0.452 -1.825 -2.398
C 0.865 -2.162 -2.605
C 1.191 -3.277 -3.390
C 0.218 -4.197 -3.808
C -1.101 -3.920 -3.435
C -1.421 -2.760 -2.709
C -2.105 2.091 -0.197
C -2.449 3.375 0.210
H -2.907 5.819 1.060
H -2.883 5.328 2.773
H -1.405 5.952 2.003
H -0.778 3.503 3.149
H -0.215 1.230 2.503
H -1.740 -0.845 0.047
H -1.270 -2.680 0.552
H 0.030 -3.462 -0.361
H -0.182 -3.828 1.369
H 2.223 -2.928 1.849
H 4.205 -1.261 2.905
H 4.944 1.151 2.992
H 3.535 2.868 1.894
H 1.460 2.268 0.616
H 0.028 0.137 -1.802
H 1.620 -1.478 -2.160
H 2.246 -3.413 -3.640
H 0.495 -5.102 -4.373
H -1.891 -4.633 -3.679
H -2.436 -2.540 -2.331
H -2.521 1.766 -1.150
H -3.105 4.017 -0.378
*
```

E_HOMO: -10.712 eV
SMILES string: Cc1ccc([C@H](c2c(C)[nH]c3ccccc23)[C@H](C#N)[n+]2ccccc2)cc1
E: -29706.835 eV
gap between HOMO and LUMO: 0.223 hartree
energy above the lowest of the compared OMol25 structures with the same formula, charge and spin: 51.3 kcal per mole

---

ORCA calculation (the ωB97M-V functional and the def2-TZVPD basis) on a structure of composition C25H29F10N4O5Sc.

```
! wB97M-V def2-TZVPD RIJCOSX def2/J DEFGRID3
* xyz 0 1
Sc 0.046 0.296 0.074
C 3.358 -0.016 0.406
O 2.256 -0.134 -0.498
C 2.489 -1.044 -1.565
C 1.425 -0.801 -2.602
O 0.150 -0.924 -1.958
C -0.928 -1.124 -2.880
C -1.371 0.142 -3.573
O -2.176 0.893 -2.694
C -2.499 2.156 -3.226
H 3.482 -0.942 0.974
H 3.136 0.819 1.060
H 4.267 0.197 -0.162
H 2.462 -2.072 -1.192
H 3.471 -0.848 -2.005
H 1.508 -1.554 -3.392
H 1.531 0.197 -3.034
H -1.758 -1.524 -2.302
H -0.611 -1.865 -3.618
H -1.949 -0.133 -4.467
H -0.504 0.728 -3.903
H -2.968 2.065 -4.212
H -1.609 2.790 -3.316
H -3.203 2.633 -2.547
C -1.491 3.202 0.379
N -1.572 1.838 0.921
C -1.345 1.891 2.383
C 0.149 1.808 2.642
N 0.599 0.527 2.085
C 1.282 -0.275 2.983
C 0.830 -1.547 3.348
F -0.355 -1.985 2.900
C 1.530 -2.378 4.205
F 1.049 -3.587 4.508
C 2.709 -1.944 4.782
F 3.386 -2.736 5.617
C 3.168 -0.671 4.493
F 4.303 -0.233 5.045
C 2.463 0.133 3.617
F 2.956 1.353 3.350
C -2.884 1.259 0.579
C -2.942 -0.241 0.799
N -1.754 -0.862 0.220
C -1.703 -2.224 0.183
C -2.755 -3.148 0.053
F -4.030 -2.731 -0.071
C -2.547 -4.517 0.001
F -3.596 -5.331 -0.141
C -1.276 -5.057 0.054
F -1.086 -6.378 -0.024
C -0.206 -4.188 0.176
F 1.045 -4.654 0.251
C -0.446 -2.839 0.240
F 0.626 -2.012 0.435
H -2.294 3.823 0.795
H -1.573 3.173 -0.704
H -0.529 3.644 0.635
H -1.819 1.023 2.841
H -1.803 2.799 2.797
H 0.336 1.864 3.719
H 0.672 2.651 2.181
H -3.045 1.449 -0.482
H -3.681 1.761 1.144
H -3.872 -0.585 0.344
H -3.010 -0.477 1.870
N 1.603 2.677 -3.565
C 2.018 3.264 -2.293
C 1.377 2.575 -1.099
O 1.832 2.773 0.022
O 0.359 1.817 -1.342
H 1.835 3.294 -4.333
H 0.595 2.570 -3.551
H 1.786 4.332 -2.193
H 3.097 3.167 -2.166
*
```

E_HOMO: -7.526 eV
E: -90470.321 eV
gap between HOMO and LUMO: 0.289 hartree
energy above the lowest of the compared OMol25 structures with the same formula, charge and spin: 3.2 kcal per mole

---

ORCA calculation (the ωB97M-V functional and the def2-TZVPD basis) on an isolated molecule of C8H10N4S.

```
! wB97M-V def2-TZVPD RIJCOSX def2/J DEFGRID3
* xyz 0 1
C -2.519 -1.635 -0.048
C -1.952 -0.209 0.011
C -2.858 0.838 0.053
C -2.422 2.162 -0.089
C -1.069 2.345 0.021
N -0.140 1.353 0.032
C -0.569 0.042 0.000
C 0.375 -1.072 0.013
N 1.628 -1.069 0.033
N 2.307 0.097 0.037
C 3.676 0.122 0.003
N 4.191 -1.094 -0.062
S 4.479 1.551 -0.009
H -3.572 -1.653 -0.165
H -2.112 -2.238 -0.857
H -2.357 -2.209 0.897
H -3.935 0.574 0.063
H -3.056 2.999 -0.153
H -0.586 3.321 0.140
H -0.079 -2.050 0.105
H 1.782 1.003 -0.086
H 5.189 -1.266 0.052
H 3.598 -1.911 0.008
*
```

E_HOMO: -8.071 eV
SMILES string: Cc1cccnc1/C=N\NC(N)=S
E: -25253.283 eV
gap between HOMO and LUMO: 0.285 hartree
energy above the lowest of the compared OMol25 structures with the same formula, charge and spin: 8.2 kcal per mole

---

ORCA calculation (the ωB97M-V functional and the def2-TZVPD basis) on an isolated molecule of C21H25N3O5.

```
! wB97M-V def2-TZVPD RIJCOSX def2/J DEFGRID3
* xyz 0 1
C -4.359 -2.000 -0.795
C -3.128 -2.016 0.066
C -1.868 -2.155 -0.496
C -0.749 -2.176 0.323
C 0.616 -2.116 -0.321
O 0.829 -2.573 -1.434
N 1.561 -1.551 0.457
C 2.822 -1.086 -0.075
C 2.655 0.108 -1.034
C 3.928 0.932 -1.234
C 5.102 0.064 -1.672
C 3.643 2.019 -2.275
C 2.407 2.849 -1.937
C 1.195 1.954 -1.687
N 1.521 0.964 -0.666
C 1.263 1.226 0.655
O 2.082 1.076 1.547
C -0.164 1.522 0.992
C -1.272 1.200 0.140
C -2.532 1.264 0.607
C -2.795 1.589 1.989
O -3.858 1.540 2.555
O -1.692 1.975 2.737
C -0.447 1.898 2.253
N -0.818 -2.012 1.642
C -2.027 -1.874 2.183
C -3.208 -1.856 1.452
C -4.539 -1.641 2.138
O -4.426 -1.200 3.470
H -4.881 -1.042 -0.723
H -4.105 -2.174 -1.839
H -5.068 -2.769 -0.483
H -1.734 -2.268 -1.565
H 1.274 -1.260 1.379
H 3.457 -0.816 0.765
H 3.296 -1.896 -0.630
H 2.367 -0.307 -2.008
H 4.162 1.406 -0.274
H 4.850 -0.497 -2.576
H 5.972 0.684 -1.898
H 5.395 -0.650 -0.903
H 4.515 2.668 -2.378
H 3.497 1.533 -3.248
H 2.594 3.439 -1.035
H 2.184 3.551 -2.744
H 0.346 2.554 -1.359
H 0.909 1.429 -2.604
H -1.085 0.865 -0.872
H -3.391 1.004 0.007
H 0.308 2.136 2.988
H -2.068 -1.748 3.258
H -5.140 -0.941 1.548
H -5.089 -2.587 2.159
H -4.303 -0.240 3.452
*
```

E_HOMO: -9.367 eV
SMILES string: Cc1cc(C(=O)NC[C@@H]2[C@@H](C)CCCN2C(=O)c2ccc(=O)oc2)ncc1CO
E: -36891.876 eV
gap between HOMO and LUMO: 0.338 hartree
energy above the lowest of the compared OMol25 structures with the same formula, charge and spin: 30.5 kcal per mole